(1)
A structure of composition C45H42BrO2P2Tl in a non-equilibrium geometry, computed with ωB97M-V/def2-TZVPD.

The highest occupied orbital energy (spin up / spin down) comes out at -12.09 / -12.32 eV. Its orbital gap (spin up / spin down) is 2.473 / 2.453 eV.

ORCA input file:
```
! RIJCOSX wB97M-V def2-TZVPD def2/J DEFGRID3
* xyz 2 1
Tl 0.12 -1.25 -1.38
C -4.72 -3.39 -1.00
C -4.33 -3.05 0.42
C -5.55 -2.97 1.38
C -3.30 -4.08 0.92
C -3.18 -4.41 2.31
C -2.48 -5.51 2.79
C -1.67 -6.20 1.86
C -0.73 -7.29 2.33
C -1.64 -5.82 0.52
C -2.51 -4.85 0.05
H -5.56 -2.85 -1.31
H -4.93 -4.43 -1.14
H -3.87 -3.22 -1.66
H -3.89 -2.06 0.47
H -6.20 -3.87 1.42
H -6.16 -2.13 1.08
H -5.29 -2.81 2.42
H -3.63 -3.74 3.04
H -2.56 -5.79 3.84
H -1.24 -7.85 3.14
H 0.28 -6.99 2.74
H -0.54 -7.96 1.51
H -0.93 -6.34 -0.16
H -2.59 -4.57 -1.01
Br 3.32 -1.74 -1.55
C 3.30 -1.37 -3.45
C 4.60 -1.13 -3.92
C 4.88 -0.95 -5.29
C 3.80 -1.09 -6.17
C 2.42 -1.26 -5.78
C 1.33 -1.33 -6.67
C 0.04 -1.37 -6.14
C -0.18 -1.41 -4.75
C 0.80 -1.37 -3.85
C 2.15 -1.35 -4.30
H 5.43 -1.11 -3.20
H 5.91 -0.81 -5.59
H 4.01 -1.12 -7.24
H 1.47 -1.34 -7.76
H -0.90 -1.44 -6.71
H -1.20 -1.40 -4.35
O -0.29 1.32 -1.23
P -0.54 2.54 -0.36
C 0.85 2.72 0.86
P 1.56 1.17 1.61
O 0.78 -0.09 1.27
C 1.45 1.59 3.37
C 0.74 0.79 4.27
C 0.83 1.08 5.65
C 1.64 2.10 6.10
C 2.24 2.97 5.20
C 2.23 2.67 3.84
C 3.34 1.13 1.25
C 3.92 -0.15 1.13
C 5.29 -0.28 0.85
C 6.06 0.88 0.65
C 5.45 2.14 0.77
C 4.10 2.26 1.07
C -2.09 2.59 0.53
C -3.21 2.98 -0.19
C -4.45 3.00 0.48
C -4.58 2.60 1.80
C -3.44 2.15 2.49
C -2.19 2.20 1.92
C -0.46 4.10 -1.24
C 0.01 4.12 -2.54
C 0.45 5.33 -3.08
C 0.28 6.51 -2.34
C -0.33 6.52 -1.09
C -0.69 5.30 -0.51
H 0.41 3.28 1.73
H 1.59 3.38 0.40
H 0.13 -0.01 3.94
H 0.35 0.44 6.39
H 1.78 2.20 7.18
H 2.78 3.84 5.56
H 2.95 3.15 3.12
H 3.22 -0.97 1.20
H 5.78 -1.28 0.79
H 7.13 0.80 0.43
H 6.08 3.03 0.66
H 3.62 3.22 1.20
H -3.12 3.32 -1.24
H -5.35 3.24 -0.05
H -5.54 2.72 2.27
H -3.49 1.85 3.54
H -1.31 1.94 2.52
H 0.04 3.18 -3.07
H 0.81 5.32 -4.10
H 0.69 7.39 -2.74
H -0.60 7.48 -0.62
H -1.01 5.23 0.52
*
```

=====

(2)
An isolated molecule of C3H3Br2Cl in a non-equilibrium geometry, computed with ωB97M-V/def2-TZVPD.

The SMILES is Cl[C@H]1CC1(Br)Br. The highest occupied orbital energy comes out at -9.83 eV. Its orbital gap is 9.871 eV.

ORCA input file:
```
! RIJCOSX wB97M-V def2-TZVPD def2/J DEFGRID3
* xyz 0 1
Cl 1.41 -1.69 -1.12
C 0.19 -0.94 -0.10
C 0.43 0.30 0.70
C -0.47 0.51 -0.41
Br 0.23 1.58 -1.88
Br -2.45 0.63 0.00
H -0.64 -1.48 0.24
H -0.04 0.22 1.82
H 1.33 0.86 0.74
*
```

=====

(3)
A cluster of 2 separate species, C5H6S in total in a non-equilibrium geometry, computed with ωB97M-V/def2-TZVPD.

The highest occupied orbital energy comes out at -8.82 eV. Its orbital gap is 7.496 eV.

ORCA input file:
```
! RIJCOSX wB97M-V def2-TZVPD def2/J DEFGRID3
* xyz 0 1
C 4.48 -0.86 -0.08
C 0.99 -0.27 0.53
C 2.11 -0.58 0.21
C -1.32 0.70 -0.23
C -0.44 0.02 0.80
S 5.55 0.26 -0.16
H 4.31 -1.83 -0.10
H -2.22 0.26 -0.36
H -0.84 0.66 -1.16
H -1.66 1.78 -0.07
H -0.75 -1.01 0.91
H -0.36 0.55 1.75
*
```

=====

(4)
A structure of composition C2FLiO2Pm in a non-equilibrium geometry, computed with ωB97M-V/def2-TZVPD.

The highest occupied orbital energy (spin up / spin down) comes out at -16.62 / -17.17 eV. Its orbital gap (spin up / spin down) is 7.603 / 8.176 eV.

ORCA input file:
```
! RIJCOSX wB97M-V def2-TZVPD def2/J DEFGRID3
* xyz 2 6
Li -2.17 0.99 0.18
Pm 3.09 -0.69 0.48
O 1.60 1.07 -0.36
C 0.65 0.35 0.06
O -0.49 0.40 -0.58
C -0.69 -1.17 -0.19
F -1.99 -0.95 0.40
*
```

=====

(5)
A cluster of 36 separate species, C7H82BrFN2O41S in total in a non-equilibrium geometry, computed with ωB97M-V/def2-TZVPD.

The highest occupied orbital energy comes out at -10.24 eV. Its orbital gap is 8.619 eV.

ORCA input file:
```
! RIJCOSX wB97M-V def2-TZVPD def2/J DEFGRID3
* xyz 0 1
N -0.58 -1.90 0.31
C -1.36 -0.78 -0.25
C -2.17 -1.44 -1.37
C -3.59 -0.90 -1.63
C -3.82 0.57 -1.55
Br -3.10 1.56 -3.05
O -2.10 -0.31 0.89
S -1.64 1.15 1.32
O -0.75 1.10 2.41
O -2.82 1.87 1.60
O -0.97 1.54 -0.01
C -0.38 0.37 -0.64
C 1.04 0.28 -0.06
C 1.86 1.48 -0.48
F 2.89 1.72 0.40
O -0.27 0.64 -2.01
N 0.47 -0.38 -2.67
O 0.87 0.01 -3.69
H -0.18 -1.63 1.20
H 0.13 -2.21 -0.33
H -1.64 -1.45 -2.31
H -2.28 -2.46 -1.07
H -3.83 -1.18 -2.65
H -4.30 -1.43 -1.02
H -4.87 0.74 -1.59
H -3.47 1.04 -0.65
H 1.53 -0.64 -0.31
H 0.99 0.31 1.02
H 2.30 1.24 -1.44
H 1.23 2.35 -0.64
O 1.09 4.03 -2.53
H 0.79 3.36 -3.15
H 0.85 4.86 -2.96
O 0.16 -3.22 -3.95
H 0.69 -2.50 -4.29
H 0.16 -3.87 -4.67
O 0.95 -5.44 -1.39
H 0.72 -6.21 -1.91
H 0.74 -4.69 -1.97
O -4.95 3.39 -0.61
H -4.66 3.08 0.25
H -5.77 3.86 -0.42
O -3.22 -4.60 -1.34
H -3.23 -4.41 -0.39
H -2.65 -5.37 -1.42
O 1.77 -4.06 1.07
H 1.19 -4.42 0.38
H 1.35 -4.31 1.89
O 0.99 0.08 4.56
H 0.56 -0.77 4.75
H 0.40 0.50 3.91
O -1.12 2.75 -5.04
H -0.86 2.30 -4.23
H -0.46 2.49 -5.69
O -4.36 -3.43 1.05
H -4.20 -2.51 1.29
H -5.32 -3.49 0.96
O 3.24 0.97 3.11
H 2.59 0.49 3.64
H 2.74 1.30 2.36
O 4.32 2.84 -2.05
H 4.62 2.49 -1.20
H 3.52 3.34 -1.84
O 6.87 4.64 -1.34
H 6.32 5.15 -0.72
H 6.25 3.98 -1.67
O 2.72 -1.45 7.11
H 2.01 -1.91 7.57
H 2.30 -1.07 6.33
O -5.24 -0.07 1.17
H -4.37 0.35 1.25
H -5.28 -0.70 1.91
O 5.01 -1.10 5.07
H 4.37 -1.58 5.60
H 4.51 -0.79 4.30
O 6.17 1.38 6.18
H 5.86 0.66 5.61
H 5.84 2.18 5.76
O 5.10 -2.85 8.06
H 4.51 -2.08 8.09
H 5.71 -2.65 7.34
O 5.92 0.78 1.46
H 6.33 0.46 2.27
H 5.11 1.21 1.77
O 0.00 -3.94 -7.01
H 0.83 -3.73 -7.47
H -0.60 -4.19 -7.73
O -1.60 -2.01 -8.54
H -1.20 -2.30 -7.71
H -2.34 -1.45 -8.28
O -4.67 1.64 3.89
H -5.25 2.40 3.87
H -3.95 1.84 3.28
O 7.77 -0.64 8.51
H 7.33 -1.48 8.67
H 7.21 -0.18 7.87
O -4.53 6.19 -2.09
H -3.98 6.56 -1.40
H -4.74 5.30 -1.77
O 3.67 5.41 -1.05
H 3.92 5.58 -1.96
H 3.03 6.11 -0.85
O -0.70 -3.75 -10.63
H -1.14 -3.13 -10.03
H -1.38 -4.41 -10.83
O -7.04 2.74 1.30
H -7.04 3.04 2.21
H -6.53 1.92 1.31
O -3.56 -5.30 -10.87
H -4.04 -6.09 -10.59
H -4.12 -4.90 -11.54
O 0.14 -2.29 6.06
H -0.37 -1.79 6.70
H -0.47 -2.96 5.74
O -6.69 0.29 -2.77
H -7.30 1.02 -2.63
H -7.14 -0.27 -3.42
O 7.30 7.59 -1.71
H 7.87 7.96 -1.03
H 7.11 6.69 -1.43
O 3.84 -2.87 2.79
H 4.70 -2.55 2.49
H 3.42 -3.21 1.99
O -1.39 5.40 -1.68
H -1.83 4.55 -1.53
H -1.92 5.83 -2.36
O -5.70 -5.09 3.36
H -5.83 -4.62 4.19
H -5.16 -4.50 2.82
O -5.25 -1.61 3.22
H -4.48 -1.95 3.69
H -5.32 -0.69 3.52
O 6.98 3.40 3.99
H 7.38 2.97 4.75
H 7.56 3.17 3.26
*
```

=====

(6)
A structure of composition C60H46BrCrN3OP3S2Si in a non-equilibrium geometry, computed with ωB97M-V/def2-TZVPD.

The highest occupied orbital energy (spin up / spin down) comes out at -6.89 / -7.04 eV. Its orbital gap (spin up / spin down) is 6.412 / 6.918 eV.

ORCA input file:
```
! RIJCOSX wB97M-V def2-TZVPD def2/J DEFGRID3
* xyz 0 4
Cr 10.76 13.74 12.60
C 7.21 13.50 17.30
C 6.89 13.26 15.97
C 7.89 12.94 15.08
C 9.22 12.80 15.51
C 9.52 13.05 16.83
C 8.51 13.40 17.71
P 10.48 12.19 14.33
C 9.96 10.54 13.71
C 10.88 9.48 13.75
C 10.50 8.22 13.33
C 9.21 7.98 12.85
C 8.32 9.04 12.79
C 8.71 10.29 13.19
C 11.97 11.77 15.26
C 11.82 10.96 16.37
C 12.94 10.63 17.09
C 14.17 11.09 16.65
C 14.32 11.92 15.56
C 13.19 12.30 14.83
Si 13.03 13.84 13.66
C 14.50 13.86 12.39
C 15.60 13.06 12.68
C 16.65 12.84 11.81
C 16.57 13.33 10.53
C 15.49 14.16 10.20
C 14.47 14.45 11.12
P 13.23 15.73 10.66
C 12.01 14.89 9.56
C 10.96 15.69 8.86
C 9.89 14.89 8.16
C 9.88 13.56 8.15
C 10.87 12.73 8.92
C 12.01 13.57 9.44
C 14.18 16.73 9.44
C 15.01 17.76 9.89
C 15.65 18.59 8.99
C 15.47 18.40 7.62
C 14.72 17.33 7.17
C 14.08 16.51 8.07
C 13.10 15.04 15.17
C 14.12 14.91 16.11
C 13.92 15.47 17.35
C 12.78 16.20 17.66
C 11.81 16.40 16.71
C 11.99 15.84 15.46
P 11.03 16.27 13.98
C 11.99 17.74 13.37
C 11.32 18.74 12.66
C 11.97 19.90 12.25
C 13.30 20.10 12.58
C 13.95 19.15 13.34
C 13.31 18.00 13.74
C 9.49 16.97 14.63
C 8.35 16.18 14.50
C 7.12 16.61 14.98
C 7.02 17.90 15.50
C 8.15 18.69 15.62
C 9.38 18.23 15.23
H 6.43 13.75 17.99
H 5.88 13.30 15.58
H 7.65 12.79 14.04
H 10.58 12.96 17.16
H 8.76 13.57 18.75
H 11.88 9.63 14.12
H 11.24 7.43 13.37
H 8.88 6.99 12.54
H 7.35 8.90 12.31
H 8.05 11.13 13.05
H 10.85 10.53 16.53
H 12.83 9.99 17.94
H 15.06 10.77 17.17
H 15.32 12.26 15.36
H 15.67 12.55 13.62
H 17.49 12.23 12.07
H 17.33 13.15 9.80
H 15.45 14.60 9.22
H 11.44 16.36 8.16
H 9.18 15.45 7.54
H 9.15 13.02 7.55
H 11.26 11.94 8.31
H 12.80 12.99 9.89
H 15.21 17.87 10.94
H 16.28 19.41 9.32
H 15.96 19.05 6.89
H 14.59 17.21 6.09
H 13.53 15.66 7.68
H 15.00 14.33 15.87
H 14.62 15.27 18.15
H 12.62 16.58 18.68
H 10.93 16.99 16.96
H 10.26 18.59 12.37
H 11.46 20.61 11.62
H 13.82 20.94 12.18
H 14.98 19.32 13.62
H 13.84 17.23 14.30
H 8.44 15.18 14.06
H 6.27 15.95 14.88
H 6.09 18.27 15.88
H 8.04 19.68 16.02
H 10.25 18.88 15.31
S 10.09 16.98 9.94
C 10.78 18.39 9.33
N 11.20 19.36 8.87
Br 8.15 10.07 9.47
C 9.91 10.60 9.93
C 10.90 9.72 10.16
C 12.12 10.17 10.78
C 12.05 11.35 11.45
N 11.01 12.22 11.40
C 10.16 12.07 10.20
H 10.75 8.65 9.95
H 12.95 9.48 10.91
H 12.78 11.53 12.24
H 9.23 12.61 10.37
O 6.52 13.82 12.12
S 7.64 14.38 11.44
N 9.03 14.26 11.88
*
```

=====

Let's list electronic energy in order: -144738.890; -155765.203; -16110.487; -25624.516; -179111.206; -225361.309 eV.